6 unconnected molecules or ions with the total composition C23H61N3O9. Source: the OMol25 dataset; level of theory: wB97M-V/def2-TZVPD.

The geometry in XYZ format:
```
96
Properties=species:S:1:pos:R:3
O 23.472 19.503 12.073
O 18.978 12.143 10.435
O 10.328 12.742 11.953
O 23.593 15.550 12.814
O 21.154 9.398 14.426
O 19.712 11.972 7.339
O 19.650 15.015 9.322
O 14.614 13.710 10.680
O 23.810 10.200 10.182
N 21.156 10.369 9.185
N 12.373 14.649 12.124
N 22.590 16.631 9.985
C 23.602 18.516 11.078
C 10.023 13.997 12.650
C 21.520 9.358 10.101
C 18.432 15.666 8.961
C 17.905 16.542 10.099
C 9.243 11.886 11.850
C 18.458 11.901 11.680
C 14.677 14.958 11.296
C 23.399 15.499 10.497
C 24.605 9.104 9.953
C 20.344 9.775 8.104
C 11.418 14.507 13.235
C 18.629 16.467 7.716
C 20.376 10.788 6.983
C 19.702 12.858 6.255
C 22.940 14.888 11.776
C 20.818 10.678 15.011
C 24.520 20.444 12.210
C 22.353 17.692 10.979
C 22.695 9.872 10.995
C 23.216 15.188 14.100
C 15.408 13.646 9.543
C 13.768 14.897 12.559
H 11.786 13.828 14.010
H 20.677 13.207 6.028
H 19.105 13.675 6.605
H 20.776 8.814 7.711
H 19.227 12.400 5.416
H 21.450 10.958 6.797
H 21.845 8.450 9.558
H 21.676 16.305 9.766
H 23.790 19.069 10.131
H 24.109 8.185 9.581
H 23.162 13.759 11.928
H 17.703 16.770 7.224
H 9.118 11.319 12.798
H 23.543 14.166 14.296
H 24.462 17.882 11.317
H 19.873 10.316 6.108
H 19.308 16.004 7.052
H 25.196 8.823 10.796
H 23.695 15.812 14.815
H 22.425 10.827 11.517
H 16.862 16.880 9.876
H 23.337 14.756 9.704
H 22.065 17.301 11.914
H 15.097 12.847 8.862
H 20.683 8.655 14.884
H 18.463 10.883 12.082
H 15.732 15.165 11.615
H 24.496 15.737 10.552
H 9.518 14.701 11.952
H 24.074 21.271 12.783
H 11.237 15.482 13.649
H 25.339 9.271 9.159
H 25.364 19.930 12.738
H 22.835 9.122 11.771
H 20.626 9.136 10.745
H 20.353 10.601 16.014
H 21.968 10.739 8.741
H 20.231 11.245 14.318
H 15.261 14.610 8.965
H 21.820 11.210 15.066
H 24.932 20.819 11.275
H 9.363 13.894 13.521
H 22.128 15.225 14.225
H 8.316 12.432 11.633
H 16.478 13.516 9.813
H 14.152 14.184 13.349
H 18.520 17.432 10.156
H 19.098 12.387 12.411
H 12.400 13.802 11.567
H 17.915 16.000 11.063
H 21.569 18.319 10.568
H 9.430 11.270 10.943
H 21.802 14.990 11.851
H 17.683 14.914 8.678
H 19.306 9.811 8.428
H 19.167 17.374 7.950
H 17.423 12.225 11.694
H 14.367 15.745 10.629
H 13.847 15.870 13.079
H 19.800 11.665 10.422
H 19.355 14.232 9.881
```

The value obtained for the highest occupied orbital energy is -8.515 eV. For the calculated total energy, the calculation gives -1754.102193 Ha. As for the gap between HOMO and LUMO: 0.3341 Ha. The molecular weight is 523.75 g/mol.

2 unconnected molecules or ions with the total composition C4H12. Source: the OMol25 dataset; level of theory: wB97M-V/def2-TZVPD.

The geometry in XYZ format:
```
16
Properties=species:S:1:pos:R:3
C -0.336 0.283 -2.614
C -0.297 1.238 -1.384
C 0.501 -1.472 1.895
C 0.177 -0.021 2.131
H 1.568 -1.627 1.996
H 0.318 0.224 3.187
H -0.730 0.479 1.783
H -1.058 0.717 -3.316
H 0.159 2.207 -1.545
H -0.096 -2.206 2.437
H 0.285 -1.827 0.893
H 0.182 0.649 -0.599
H 0.901 0.627 1.615
H -0.813 -0.620 -2.256
H -1.338 1.277 -1.061
H 0.577 0.072 -3.163
```

The value obtained for the highest occupied orbital energy is -11.508 eV. The energy above the lowest of the compared OMol25 structures with the same formula, charge and spin is 0.494 eV. For the calculated total energy, the calculation gives -159.566827 Ha. As for the gap between HOMO and LUMO: 0.4639 Ha. The molecular weight is 60.14 g/mol.

2 unconnected molecules or ions with the total composition C15H25N4O2PS3. Source: the OMol25 dataset; level of theory: wB97M-V/def2-TZVPD.

The geometry in XYZ format:
```
50
Properties=species:S:1:pos:R:3
S 4.929 1.301 1.332
S -4.521 0.059 -3.841
S 3.477 2.643 -0.843
P -2.679 0.661 -3.524
O -1.827 -4.722 0.882
O 1.780 -2.827 2.332
N 3.337 -1.726 -2.117
N -2.494 -0.991 -1.106
N 3.810 -0.196 -0.555
N -1.222 0.151 0.352
C 3.738 -1.383 0.135
C -2.183 0.188 -1.810
C -1.414 1.988 3.579
C 0.829 2.117 -1.389
C -0.739 2.298 -1.190
C -1.665 -3.495 0.187
C -1.926 -1.012 0.106
C -1.363 0.888 -0.841
C 3.417 -2.383 -0.854
C 4.077 1.084 -0.060
C 3.579 -0.434 -1.920
C -2.074 -2.229 1.077
C 1.710 2.843 -0.284
C -0.911 1.921 2.085
C -0.516 0.460 1.606
H 3.607 0.420 -2.614
H -2.551 -5.161 0.423
H -3.102 -2.316 1.497
H -1.144 3.004 3.977
H -1.728 2.315 1.429
H -2.535 1.969 3.576
H 1.659 2.377 0.729
H -2.309 -3.470 -0.737
H -0.990 1.201 4.241
H -1.163 2.604 -2.172
H 1.451 3.925 -0.180
H -0.599 -3.333 -0.136
H 3.284 -3.472 -0.729
H 1.101 2.492 -2.409
H -1.799 0.104 -4.511
H 1.085 1.024 -1.372
H 3.901 -1.531 1.217
H -2.713 2.090 -3.632
H -1.285 -2.150 1.873
H -1.000 3.079 -0.443
H -0.044 2.617 1.995
H -3.083 -1.697 -1.532
H 0.585 0.326 1.456
H 1.020 -3.400 2.269
H -0.796 -0.222 2.447
```

The value obtained for the highest occupied orbital energy is -5.579 eV. For the calculated total energy, the calculation gives -2491.754253 Ha. As for the gap between HOMO and LUMO: 0.1759 Ha. The molecular weight is 420.57 g/mol.

C2H5N3OS in the gas phase. Source: the OMol25 dataset; level of theory: wB97M-V/def2-TZVPD.

The geometry in XYZ format:
```
12
Properties=species:S:1:pos:R:3
S 0.455 1.869 0.827
O -0.444 0.034 -2.439
N 0.129 -0.793 1.654
N -0.532 -1.884 -0.256
N 0.121 0.527 -0.168
C 0.049 0.775 -1.565
C -0.123 -0.785 0.310
H 0.258 -1.751 1.978
H 1.069 -0.394 1.779
H 0.363 1.874 -1.938
H -0.533 -1.698 -1.234
H -0.812 2.225 1.052
```

The value obtained for the highest occupied orbital energy is -9.513 eV. The energy above the lowest of the compared OMol25 structures with the same formula, charge and spin is 1.884 eV. For the calculated total energy, the calculation gives -716.871491 Ha. As for the gap between HOMO and LUMO: 0.3635 Ha. The molecular weight is 119.15 g/mol.

A molecular structure, C9H11PS2. Source: the OMol25 dataset; level of theory: wB97M-V/def2-TZVPD.

The geometry in XYZ format:
```
23
Properties=species:S:1:pos:R:3
S 2.362 -0.026 1.361
S 2.722 1.451 -1.579
P 1.568 0.257 -0.580
C -1.015 0.645 -1.067
C -1.685 2.191 1.063
C -2.333 1.091 -0.964
C -0.063 0.916 -0.123
C 0.420 -2.307 -0.067
C -0.413 1.757 0.942
C 1.125 -1.955 -1.189
C -2.663 1.809 0.146
C 1.052 -2.647 1.050
H 3.197 0.863 1.083
H -3.565 2.441 0.172
H -0.674 -0.164 -1.866
H 0.315 2.190 1.632
H 0.567 -2.101 -2.224
H 0.575 -2.952 2.053
H -3.138 0.705 -1.562
H -1.951 2.939 1.847
H 2.156 -2.726 1.059
H -0.719 -2.159 -0.038
H 2.161 -2.219 -1.149
```

The value obtained for the highest occupied orbital energy is -8.212 eV. The energy above the lowest of the compared OMol25 structures with the same formula, charge and spin is 1.367 eV. For the calculated total energy, the calculation gives -1487.194245 Ha. As for the gap between HOMO and LUMO: 0.2950 Ha. The molecular weight is 214.30 g/mol.